{"formula": "C36H84N10O15", "method": "ωB97M-V/def2-TZVPD", "species": ["C", "O", "H", "H", "H", "H", "C", "O", "H", "H", "H", "H", "C", "C", "C", "O", "C", "O", "O", "H", "H", "H", "H", "H", "H", "C", "O", "N", "C", "C", "H", "H", "H", "H", "H", "H", "H", "C", "O", "N", "C", "C", "H", "H", "H", "H", "H", "H", "H", "C", "O", "N", "C", "C", "H", "H", "H", "H", "H", "H", "H", "C", "O", "N", "C", "C", "H", "H", "H", "H", "H", "H", "H", "C", "O", "N", "C", "C", "H", "H", "H", "H", "H", "H", "H", "C", "O", "N", "C", "C", "H", "H", "H", "H", "H", "H", "H", "C", "O", "N", "C", "C", "H", "H", "H", "H", "H", "H", "H", "C", "O", "N", "C", "C", "H", "H", "H", "H", "H", "H", "H", "C", "O", "N", "C", "C", "H", "H", "H", "H", "H", "H", "H", "C", "O", "N", "C", "C", "H", "H", "H", "H", "H", "H", "H"], "positions_angstrom": [[-3.9602, -1.6485, -4.7037], [-2.8851, -1.2831, -3.7799], [-4.2877, -2.6630, -4.4765], [-4.8488, -1.0769, -4.4357], [-3.7125, -1.3088, -5.7093], [-2.6392, -0.3845, -4.0118], [-3.8105, 2.0481, 3.8069], [-2.9572, 1.6020, 2.7069], [-4.8601, 1.8263, 3.6139], [-3.7102, 1.6482, 4.8159], [-3.6779, 3.1282, 3.8678], [-3.3063, 1.6979, 1.8177], [1.4308, -0.6328, 0.8068], [0.1579, -0.4857, -0.0654], [-0.5398, 0.8362, 0.3419], [-0.8515, 1.4574, -0.8897], [-0.1793, 0.8637, -1.8535], [-0.3237, 1.0912, -3.0306], [0.5254, -0.0941, -1.3498], [1.1675, -1.0953, 1.7580], [1.9133, 0.3236, 1.0082], [2.1855, -1.2340, 0.2998], [-0.4550, -1.3717, -0.2310], [-0.0746, 1.5057, 1.0654], [-1.4616, 0.6308, 0.8861], [-1.1564, -2.1731, 3.0982], [-1.0741, -2.9550, 2.2028], [-1.6917, -2.4810, 4.2902], [-1.9280, -1.4732, 5.3102], [-2.2926, -3.7962, 4.5871], [-0.8513, -1.1181, 3.0199], [-2.0284, -1.9653, 6.2776], [-2.7980, -0.8250, 5.2046], [-1.0507, -0.8658, 5.5327], [-2.1198, -4.5374, 3.8068], [-1.9656, -4.2280, 5.5331], [-3.3664, -3.6358, 4.6839], [3.6864, -5.5274, 3.1260], [3.7442, -6.4059, 2.2257], [2.6287, -4.7071, 3.4201], [2.6525, -3.5249, 4.2774], [1.3835, -4.7533, 2.5761], [4.5115, -5.2929, 3.8163], [1.6896, -3.3416, 4.7542], [2.8137, -2.6949, 3.5896], [3.4483, -3.3609, 5.0040], [1.3855, -3.7524, 2.1446], [1.2891, -5.5689, 1.8591], [0.5612, -4.7882, 3.2907], [-1.1720, -5.9643, -2.5282], [-2.0606, -5.1994, -2.9075], [-0.1862, -5.6450, -1.6447], [0.6618, -6.7028, -1.1321], [-0.0266, -4.2469, -1.1550], [-1.1156, -6.9791, -2.9514], [0.7560, -6.6612, -0.0470], [1.6514, -6.6835, -1.5886], [0.2546, -7.7059, -1.2583], [-0.2376, -4.2273, -0.0858], [0.9913, -3.8864, -1.3036], [-0.6514, -3.5360, -1.6956], [0.6887, 1.2238, -8.1178], [0.1015, 0.7169, -9.0653], [0.1436, 1.4929, -6.9068], [-1.1569, 1.1470, -6.4724], [0.8507, 2.2848, -5.9181], [1.7699, 1.4284, -8.1556], [-1.8192, 0.6507, -7.1817], [-1.7492, 2.0081, -6.1628], [-1.0582, 0.5827, -5.5451], [1.8456, 2.6413, -6.1848], [0.2370, 3.1055, -5.5466], [0.9725, 1.7825, -4.9584], [-4.0746, 0.3288, -0.7989], [-3.9825, 1.3386, -0.0412], [-4.1295, -0.9441, -0.3241], [-4.5869, -2.0761, -1.1739], [-3.7915, -1.3645, 1.0260], [-4.2513, 0.3394, -1.8855], [-5.1766, -2.8434, -0.6724], [-3.7600, -2.5684, -1.6858], [-5.0412, -1.7675, -2.1154], [-2.9568, -2.0654, 1.0135], [-3.5382, -0.5888, 1.7487], [-4.6368, -1.7467, 1.5984], [1.7803, 0.0852, 5.1941], [1.1164, -0.3232, 4.1957], [2.5030, 1.2311, 5.1635], [3.3408, 1.4635, 6.3001], [2.7791, 2.0793, 3.9863], [1.6778, -0.3514, 6.1996], [4.3396, 1.1700, 5.9770], [3.0788, 0.8724, 7.1776], [3.2884, 2.5281, 6.5280], [2.3834, 1.4928, 3.1571], [2.3331, 3.0719, 4.0494], [3.8375, 2.2514, 3.7904], [-1.0191, 6.0117, -5.0896], [-0.3690, 6.7961, -5.8229], [-0.6397, 5.5561, -3.9035], [0.6626, 5.9265, -3.3742], [-1.3939, 4.5505, -3.1030], [-2.0570, 5.7389, -5.3356], [1.3791, 5.1095, -3.4592], [0.4736, 6.1723, -2.3292], [1.0379, 6.8191, -3.8747], [-0.9712, 3.5524, -3.2178], [-1.2371, 4.7795, -2.0489], [-2.4750, 4.5167, -3.2378], [4.2087, 4.6237, 1.5942], [5.4008, 4.2449, 1.7269], [3.2742, 3.9468, 0.8696], [1.9107, 4.3891, 0.7578], [3.4985, 2.6228, 0.3194], [3.8335, 5.6063, 1.9198], [1.6279, 4.5245, -0.2861], [1.6515, 5.3521, 1.1977], [1.2242, 3.6463, 1.1641], [4.3623, 2.1377, 0.7738], [2.6292, 1.9689, 0.3893], [3.6681, 2.6975, -0.7548], [4.8262, -4.3527, -2.9082], [4.8276, -5.1944, -3.7538], [4.3395, -4.4941, -1.6847], [4.1284, -3.3892, -0.7563], [3.9140, -5.8128, -1.1337], [5.1890, -3.3294, -3.0910], [4.1569, -3.7399, 0.2753], [3.1111, -3.0111, -0.8576], [4.8395, -2.5793, -0.9192], [2.9898, -5.5937, -0.5990], [3.7080, -6.6526, -1.7974], [4.6981, -6.0821, -0.4260], [-1.4386, 6.7138, 1.0521], [-0.4221, 6.4611, 1.7393], [-2.3946, 5.8042, 0.6706], [-3.5029, 6.1801, -0.2143], [-2.3224, 4.4207, 0.9464], [-1.5568, 7.7429, 0.6791], [-4.3712, 5.6836, 0.2188], [-3.3486, 5.6821, -1.1716], [-3.7001, 7.2457, -0.3313], [-3.2047, 4.0903, 1.4946], [-2.0788, 3.7197, 0.1481], [-1.6013, 4.3491, 1.7606]], "forces_ev_per_a": [[-0.0316, 1.2633, 1.4556], [-0.7041, -0.4699, -0.5873], [0.7718, -0.2290, -0.7451], [-0.2181, 0.3686, 0.0522], [0.0796, -0.9761, -0.1968], [0.2297, 0.1223, 0.0514], [-0.5879, 0.7756, -1.7528], [0.6471, -0.7186, 2.2817], [-0.1260, 0.1685, -0.4445], [1.2830, -0.6043, -0.3694], [-0.2250, 0.0793, 0.2577], [-1.0422, 0.1779, -0.1480], [-0.6174, -0.7441, -0.3645], [1.2553, 2.0201, 1.4732], [-2.0784, -1.0532, 1.5490], [-0.5976, 1.2322, 0.6553], [-1.7129, 0.4808, -1.8128], [0.5252, 0.2275, 0.7032], [2.9784, -2.0260, -1.9422], [0.1014, 0.0159, 0.0420], [-0.3655, -0.0472, -0.0553], [-0.0655, -0.2961, -0.0489], [-0.1805, 0.0038, 0.9062], [0.9494, 0.0288, -0.5414], [-0.3949, -0.0875, -0.3534], [-0.6855, 1.4661, 1.7982], [0.6449, -1.6845, -2.4618], [-0.3235, -0.3282, 1.1413], [0.6580, 0.0767, 1.2036], [-0.3121, 0.3313, -0.4033], [0.0519, -0.0268, 0.1469], [-0.3750, -0.3686, -0.0950], [-0.0701, -0.1437, -0.5030], [0.0925, 0.2444, -0.7937], [0.1061, 0.3812, -0.1201], [0.3553, 0.3248, 0.0456], [-0.1517, -0.1912, -0.0628], [-0.6386, -0.2489, -0.6207], [-0.3462, 2.1483, 1.6654], [-0.0156, -2.0994, -1.0530], [0.2941, 0.8703, -0.8950], [0.8862, 0.9025, 1.4740], [0.2454, -0.3641, -0.1857], [0.0098, -0.3310, 0.0073], [-0.3133, 0.4838, 0.0026], [0.1321, -1.0851, 0.0413], [-0.5917, -0.1772, -0.6227], [0.5774, 0.1349, 0.2543], [-0.1997, -0.0621, -0.2867], [-1.5077, 1.3136, -0.9141], [1.3519, -0.8222, 0.6421], [-0.0206, 0.4855, -0.0362], [-0.0583, 0.0082, 0.3633], [-0.1113, -1.0354, 0.0684], [0.1418, -0.0987, 0.3750], [0.1773, 0.4400, 0.1059], [-0.0741, -0.0810, -0.0153], [-0.2703, 0.1957, -0.5669], [-0.1320, 0.2404, 0.0515], [0.3859, -0.2384, -0.0707], [-0.3184, -0.4845, -0.0250], [-0.6890, -0.8273, -0.7400], [0.3622, 0.3678, 0.8452], [1.1918, 0.8688, 0.0199], [-1.5846, -0.2469, 0.5622], [0.1986, 0.0450, 1.1538], [-0.0486, 0.3251, 0.0136], [0.7302, -0.2980, -0.2784], [0.2000, 0.5873, -0.0924], [-0.0795, -0.4669, -0.0351], [-0.2796, -0.0285, -0.5748], [-0.1196, 0.5815, -0.7349], [0.1372, -0.8589, -0.1597], [-0.8662, 0.6591, 2.6499], [0.4581, -1.9067, -1.9744], [-0.4192, -0.6163, -0.4598], [1.1532, 0.2916, -1.3317], [0.0236, 0.5379, 0.9889], [0.1525, 0.4594, 0.1714], [-0.0861, 0.5535, 0.2942], [0.6780, -0.3779, 0.7839], [-0.8677, 0.6588, 0.5382], [-0.2437, -0.2206, -0.0780], [0.4906, 0.7695, -0.7903], [-0.3534, -0.7626, -0.6384], [-1.9844, 0.9636, -3.3676], [1.5543, 0.2634, 2.2349], [-0.1595, -0.6873, 0.4445], [0.7648, 0.5730, 0.0430], [-0.5379, -1.1694, -0.1982], [0.2950, -0.1526, -0.2373], [0.4099, 0.3419, 0.4908], [-0.2271, 0.0776, -0.1522], [0.3298, -0.0666, 0.3103], [-0.1720, 0.4496, -0.2379], [-0.3728, -0.1921, 0.1775], [0.2174, -0.3519, 0.4227], [0.2696, 2.3127, -2.1033], [-1.1635, -1.8976, 1.6134], [-0.0110, -1.0248, 1.0951], [-0.4635, 0.2276, 0.2964], [0.8208, 0.4186, 0.0422], [0.0664, -0.2264, -0.1874], [0.0886, -0.0231, 0.0353], [0.4411, -0.0444, 0.1864], [-0.1000, -0.2336, -0.1328], [-0.0859, -0.1204, -0.3215], [0.0024, 0.2580, 0.0933], [0.1493, 0.2666, -0.5799], [2.4932, -1.0289, -0.9223], [-2.9491, 0.7569, 0.0541], [-0.1435, -0.2776, 0.8314], [-0.8357, 0.4819, -0.4350], [0.6076, 0.0929, -0.4607], [0.1124, -0.1697, 0.2755], [0.0918, -0.1926, -0.3109], [0.5152, -0.0785, 0.4160], [-0.0442, -0.0656, 0.2055], [-0.0134, 0.1963, 0.0501], [-0.1612, 0.3417, 0.4613], [0.2620, 0.0530, -0.1639], [1.2925, 2.8314, -2.0656], [-0.1516, -1.5360, -0.4833], [-1.8823, -2.2147, 3.5155], [0.4030, 0.0419, -0.0681], [-0.1726, 0.8454, -0.0179], [0.0699, -0.0536, -0.1000], [0.3167, -0.2852, -0.0979], [-0.2717, 0.0725, -0.4530], [-0.0572, -0.0964, -0.1510], [0.2322, -0.0806, 0.4256], [0.5692, 0.6116, -0.6272], [-0.0420, -0.1199, 0.3613], [1.7346, -1.1587, 0.8810], [-2.0472, 0.0826, -1.2432], [0.2448, 2.3948, -1.0368], [0.0125, -0.9028, 0.3773], [0.6228, -0.7116, 2.3815], [-0.5474, -0.2265, -0.0437], [-0.3393, 0.3194, -0.0718], [-0.0164, 0.3276, -0.2796], [0.3801, -0.1001, 0.1485], [-0.5240, -0.0718, -0.5641], [-0.0812, 0.3245, -0.3218], [0.5806, -0.3500, -0.2878]], "mulliken_spin": [0.000, 0.000, 0.000, 0.000, 0.000, 0.000, 0.000, 0.000, 0.000, 0.000, 0.000, 0.000, 0.002, -0.001, 0.000, 0.000, 0.000, 0.000, 0.000, 0.000, 0.001, 0.002, 0.001, 0.000, 0.000, 0.000, 0.000, 0.000, 0.000, 0.000, 0.000, 0.000, 0.000, 0.000, 0.000, 0.000, 0.000, 0.000, 0.002, 0.000, 0.000, 0.000, 0.000, 0.000, 0.000, 0.000, 0.000, 0.000, 0.000, -0.006, 0.013, 0.026, 0.006, 0.004, 0.000, -0.001, 0.004, 0.002, -0.001, -0.001, 0.002, 0.000, 0.000, 0.000, 0.000, 0.000, 0.000, 0.000, 0.000, 0.000, 0.000, 0.000, 0.000, 0.000, 0.000, 0.000, 0.000, 0.000, 0.000, 0.000, 0.000, 0.000, 0.000, 0.000, 0.000, 0.000, 0.000, 0.000, 0.000, 0.000, 0.000, 0.000, 0.000, 0.000, 0.000, 0.000, 0.000, 0.000, 0.000, 0.000, 0.000, 0.000, 0.000, 0.000, 0.000, 0.000, 0.000, 0.000, 0.000, 0.000, 0.000, 0.000, 0.000, 0.000, 0.000, 0.000, 0.000, 0.000, 0.000, 0.000, 0.000, -0.125, 0.347, 0.576, 0.007, 0.004, -0.004, 0.005, 0.052, 0.015, 0.018, 0.016, 0.037, 0.000, 0.000, 0.000, 0.000, 0.000, 0.000, 0.000, 0.000, 0.000, 0.000, 0.000, 0.000], "homo_lumo_gap_ev": [7.4, 1.9], "spin_multiplicity": 2, "total_energy_ev": -84295.5302, "homo_energy_ev": [-10.412, -10.412], "charge": 1}